Here is a 2-piece molecular cluster, C2H4NP overall at a distorted geometry from the Open Molecules 2025 dataset. Energies are from ωB97M-V/def2-TZVPD.

Its largest force on an atom is 3.22 eV/A. For the energy relative to the best compared isomer or geometry (same formula, charge and spin), the calculation gives 46.17 kcal/mol. For the total energy, the calculation gives -474.60012 Ha. As for the structure (SMILES): C#P.C=N. The gap between HOMO and LUMO comes out at 10.17 eV.

The geometry in XYZ format:
```
8
Properties=species:S:1:pos:R:3:nbo_charge:R:1
C -0.10984 2.92027 1.40184 -0.7556
P 1.39949 2.74510 1.47432 0.5441
H -1.13935 3.10975 1.42101 0.2131
C -0.31773 0.29334 -1.27859 -0.0321
N -0.51608 -0.45465 -0.30961 -0.5955
H 0.35302 1.21065 -1.36629 0.1371
H -0.89317 0.13915 -2.11061 0.1492
H -0.06897 -0.14752 0.61995 0.3398
```

Here is C12H30ClI2N2OP2Tl as an isolated structure at a distorted geometry from the Open Molecules 2025 dataset. Energies are from ωB97M-V/def2-TZVPD.

As for the net charge: +2. Its largest force on an atom is 4.54 eV/A. For the energy relative to the best compared isomer or geometry (same formula, charge and spin), the calculation gives 0.00 kcal/mol. For the total energy, the calculation gives -2570.18099 Ha. The gap between HOMO and LUMO (spin up / spin down) comes out at 4.02 / 3.55 eV.

The geometry in XYZ format:
```
51
Properties=species:S:1:pos:R:3:lowdin_charge:R:1
I -0.15778 -1.67628 -5.18730 0.2798
I -0.10291 3.11528 -7.30269 0.3245
Tl -0.17636 1.04690 -5.51154 -0.1162
P -2.42765 0.61363 -1.94128 0.9092
C -3.44435 0.36391 -3.46447 -0.2606
C -3.15668 -0.66420 -0.81290 -0.2168
H -4.20706 -0.45373 -0.56949 0.0765
H -4.39425 2.00808 -1.35845 0.0754
H -2.55723 -0.64898 0.11093 0.0440
H -2.97751 2.36022 -0.33825 0.0556
H -3.24439 -0.61231 -3.92719 0.0347
H -3.06516 -1.66782 -1.25598 0.0602
C -3.30336 2.12317 -1.35692 -0.2541
H -4.50919 0.46011 -3.21092 0.0764
H -3.01163 2.94236 -2.02441 0.0318
H -3.17101 1.15720 -4.17314 0.0280
P 2.08433 0.37888 -2.14608 0.9946
C 3.23359 0.46926 -3.58754 -0.2404
C 2.63678 1.91728 -1.29793 -0.2290
H 2.42561 -0.87647 -0.12233 0.0174
H 4.00648 -0.46588 -0.88924 0.0831
H 2.99834 -1.79348 -1.57123 0.0639
C 2.98181 -0.81369 -1.07434 -0.2172
H 2.17233 1.91598 -0.30259 0.0498
H 3.72999 1.95187 -1.19688 0.0809
H 4.26149 0.61102 -3.21740 0.0820
H 2.94060 1.33176 -4.20851 0.0478
H 2.28380 2.76998 -1.89271 0.0406
H 3.15500 -0.46087 -4.17146 0.0473
Cl -0.50543 2.33145 -3.27845 -0.0370
C 0.85894 -2.98689 1.88426 -0.0472
N 0.55869 -1.99358 2.88351 -0.0845
C 0.29752 -2.38856 4.24881 -0.1565
C 0.37944 -1.20776 5.17847 -0.1459
C -0.37655 -0.03462 4.60934 -0.1593
N 0.18212 0.26485 3.31482 -0.1090
C -0.08502 1.56470 2.76547 -0.0469
C 0.51642 -0.70866 2.40714 -0.4688
O 0.82231 -0.46569 1.22086 -0.0416
H 1.80660 -2.77091 1.36392 0.0833
H 0.08234 -3.00219 1.10005 0.0905
H 0.94747 -3.99534 2.30085 0.0985
H -0.70691 -2.84068 4.34015 0.1351
H 0.99376 -3.19162 4.50880 0.1309
H 1.41207 -0.88560 5.35597 0.1328
H -0.06424 -1.48668 6.12983 0.1247
H -0.23115 0.86336 5.21190 0.1279
H -1.46760 -0.17579 4.51914 0.1390
H -1.11788 1.59945 2.38232 0.0923
H 0.04046 2.30315 3.56130 0.0966
H 0.65304 1.80442 1.99379 0.0761
```

- Which value of energy relative to the best compared isomer or geometry (same formula, charge and spin) does entry 2 give?
  0.00 kcal/mol

- The highest energy relative to the best compared isomer or geometry (same formula, charge and spin) belongs to which entry?
  C2H4NP

- Number 1 is which compound?
  C2H4NP